Entry 1:
The following is a DFT calculation (ωB97M-V/def2-TZVPD) of 12 unconnected molecules or ions with the total composition H24O12 at a distorted geometry.

CARTESIAN COORDINATES (ANGSTROEM)
O -0.711 0.469 -5.133
H -0.600 -0.464 -4.889
H -0.960 0.706 -4.224
O 1.705 2.774 0.919
H 1.319 2.296 0.169
H 1.323 3.653 0.830
O -0.419 2.704 -0.727
H -0.909 1.909 -0.500
H -0.046 2.666 -1.612
O -1.209 -3.768 -1.308
H -2.091 -4.092 -1.098
H -0.575 -4.413 -0.983
O 1.981 0.708 3.724
H 1.389 1.341 3.291
H 2.804 1.209 3.638
O 2.240 -2.710 -2.357
H 2.294 -3.265 -1.573
H 2.441 -1.824 -2.006
O -2.823 -1.901 0.103
H -2.305 -2.656 -0.240
H -2.140 -1.565 0.705
O -0.111 4.824 1.975
H 0.138 3.941 2.259
H -0.391 4.823 1.055
O -0.837 -2.309 2.365
H -0.562 -3.159 1.987
H -1.091 -2.701 3.215
O 1.623 -0.278 -1.154
H 2.122 -0.270 -0.324
H 0.864 -0.787 -0.836
O -3.406 1.783 -1.439
H -4.076 2.078 -0.807
H -3.480 0.829 -1.288
O 2.053 -0.720 1.721
H 2.920 -0.691 2.134
H 1.523 -1.140 2.408

- HOMO-LUMO gap: 10.38 eV
- Relative energy (zero: lowest compared OMol25 entry of this formula, charge and spin): 64.58 kcal per mole
- Total energy: -24958.894 eV
- E_HOMO: -10.79 eV
- Lowest unoccupied orbital energy: -0.41 eV
- Structure (SMILES): O.O.O.O.O.O.O.O.O.O.O.O

=====

Entry 2:
The following is a DFT calculation (ωB97M-V/def2-TZVPD) of 12 unconnected molecules or ions with the total composition H24O12.

CARTESIAN COORDINATES (ANGSTROEM)
O -13.299 -8.076 -34.758
H -14.176 -8.455 -34.819
H -12.870 -8.331 -35.575
O -9.080 -5.560 -37.614
H -8.987 -6.289 -38.228
H -10.021 -5.504 -37.448
O -10.585 -7.547 -34.350
H -11.312 -7.030 -34.003
H -10.749 -8.435 -34.033
O -10.832 -2.942 -37.099
H -11.371 -3.733 -37.096
H -10.125 -3.131 -36.481
O -11.609 -8.707 -37.015
H -11.385 -9.618 -37.203
H -10.822 -8.346 -36.608
O -14.423 -6.641 -37.935
H -14.457 -6.717 -38.889
H -13.860 -5.884 -37.775
O -11.883 -4.750 -33.155
H -11.665 -4.064 -32.524
H -12.406 -4.305 -33.822
O -13.500 -3.468 -35.465
H -13.897 -3.540 -36.333
H -13.562 -2.537 -35.249
O -11.773 -5.690 -36.695
H -12.163 -6.564 -36.692
H -12.329 -5.177 -36.110
O -12.946 -8.992 -39.452
H -13.022 -8.604 -38.581
H -12.142 -9.511 -39.414
O -15.141 -4.912 -33.653
H -15.281 -4.156 -33.082
H -14.525 -4.601 -34.317
O -13.816 -3.739 -38.116
H -13.249 -3.277 -38.734
H -14.694 -3.407 -38.301

- HOMO-LUMO gap: 10.63 eV
- Relative energy (zero: lowest compared OMol25 entry of this formula, charge and spin): 35.68 kcal per mole
- Total energy: -24960.147 eV
- E_HOMO: -10.75 eV
- Lowest unoccupied orbital energy: -0.12 eV
- Structure (SMILES): O.O.O.O.O.O.O.O.O.O.O.O

=====

Entry 3:
The following is a DFT calculation (ωB97M-V/def2-TZVPD) of 12 unconnected molecules or ions with the total composition H24O12 at a distorted geometry.

CARTESIAN COORDINATES (ANGSTROEM)
O -0.272 -0.002 -0.215
H -0.524 -0.333 -1.084
H -0.917 -0.396 0.383
O -0.530 -2.870 -3.794
H -0.751 -2.440 -4.628
H 0.342 -2.522 -3.575
O 1.331 2.698 3.103
H 0.963 2.312 2.300
H 1.670 3.554 2.818
O -2.263 2.012 2.019
H -2.533 1.941 1.097
H -3.043 2.360 2.466
O -0.572 3.833 0.740
H -1.274 3.458 1.284
H -0.289 3.100 0.183
O 2.021 2.370 1.018
H 2.726 1.895 1.471
H 2.308 2.397 0.099
O -1.668 -1.658 -1.550
H -2.047 -2.513 -1.785
H -0.963 -1.529 -2.195
O 1.187 -2.487 -5.254
H 1.700 -3.301 -5.192
H 1.601 -1.901 -4.610
O 1.559 0.996 -1.701
H 1.662 1.919 -1.957
H 1.460 1.028 -0.743
O -3.142 1.381 4.393
H -2.182 1.425 4.460
H -3.307 0.570 3.900
O 2.305 -2.344 2.307
H 1.793 -1.688 1.822
H 2.089 -3.177 1.874
O 0.011 -3.481 -0.160
H 0.379 -2.858 0.476
H -0.828 -3.749 0.232

- HOMO-LUMO gap: 10.18 eV
- Relative energy (zero: lowest compared OMol25 entry of this formula, charge and spin): 92.67 kcal per mole
- Total energy: -24957.676 eV
- E_HOMO: -10.25 eV
- Lowest unoccupied orbital energy: -0.08 eV
- Structure (SMILES): O.O.O.O.O.O.O.O.O.O.O.O

=====

Entry 4:
The following is a DFT calculation (ωB97M-V/def2-TZVPD) of 13 unconnected molecules or ions with the total composition H24O16S at a distorted geometry.

CARTESIAN COORDINATES (ANGSTROEM)
S -0.036 0.027 0.065
O 1.349 0.137 -0.293
O 0.005 -0.563 1.332
O -0.678 1.376 0.081
O -0.695 -0.787 -0.858
O -3.232 -1.489 -0.862
H -2.215 -1.241 -0.912
H -3.681 -0.818 -1.342
O -1.066 3.005 -1.710
H -0.136 3.113 -1.956
H -0.949 2.266 -0.954
O -3.150 1.831 0.582
H -3.434 2.612 0.779
H -2.129 1.858 0.567
O 0.582 -2.973 -1.852
H 1.416 -2.955 -1.459
H 0.365 -2.054 -1.316
O 2.865 -2.057 -0.171
H 2.960 -2.013 0.758
H 2.414 -1.124 -0.151
O -0.024 3.266 1.583
H -0.221 2.786 0.879
H 0.871 3.301 1.385
O -1.379 0.494 -2.888
H -1.163 -0.066 -2.135
H -1.456 1.057 -2.178
O -0.852 -3.309 1.629
H -0.311 -2.419 1.727
H -0.272 -3.933 1.435
O -1.566 -0.531 3.461
H -1.118 -0.467 4.305
H -1.011 -0.911 2.766
O 1.989 -1.097 2.711
H 1.280 -0.805 2.216
H 1.480 -1.758 3.267
O 2.771 2.495 -0.585
H 2.404 1.489 -0.481
H 3.545 2.488 -1.270
O 1.796 0.017 -2.842
H 1.619 0.057 -1.949
H 1.079 -0.313 -3.380

- HOMO-LUMO gap: 9.32 eV
- Relative energy (zero: lowest compared OMol25 entry of this formula, charge and spin): 135.92 kcal per mole
- Total energy: -43984.732 eV
- E_HOMO: -4.25 eV
- Lowest unoccupied orbital energy: 5.06 eV
- Charge: -2

=====

Entry 5:
The following is a DFT calculation (ωB97M-V/def2-TZVPD) of 12 unconnected molecules or ions with the total composition H25O12 at a distorted geometry.

CARTESIAN COORDINATES (ANGSTROEM)
O 2.011 -1.058 0.418
H -1.002 -4.474 0.504
H -0.915 -1.354 -0.889
O -0.354 -1.496 -0.119
H 0.969 -1.159 0.193
H 4.049 0.215 2.168
O -3.712 -0.425 1.786
H 0.843 0.838 -0.772
O -0.475 -0.024 -2.584
H -3.861 -0.714 0.878
H -1.043 0.728 -2.782
O -3.077 -0.002 -0.940
H -3.712 -0.517 -1.441
H -3.330 0.929 -0.917
O 0.141 0.473 3.797
H 0.330 0.180 2.899
H 0.738 1.229 3.865
O 3.450 0.691 1.593
H -2.825 -0.051 1.718
H -1.848 3.625 -1.821
O -0.381 -3.882 0.921
H -0.515 -3.933 1.871
H -0.515 -2.294 0.455
O 1.675 1.264 -0.512
H 2.156 -0.006 0.561
H 1.364 2.177 -0.620
O 0.375 3.793 0.021
H 0.497 4.448 -0.677
H 0.539 4.196 0.880
O -2.382 2.861 -1.593
H -0.408 -0.359 -3.485
H 2.240 -0.877 -0.521
O 2.162 -3.068 -1.642
H 3.844 1.451 1.152
H 2.694 -2.286 -1.792
H -2.398 2.698 -0.644
H 2.674 -3.819 -1.927

- HOMO-LUMO gap: 10.42 eV
- Relative energy (zero: lowest compared OMol25 entry of this formula, charge and spin): 42.45 kcal per mole
- Total energy: -24969.190 eV
- E_HOMO: -13.28 eV
- Lowest unoccupied orbital energy: -2.86 eV
- Charge: +1

=====

Entry 6:
The following is a DFT calculation (ωB97M-V/def2-TZVPD) of 12 unconnected molecules or ions with the total composition H26NO11 at a distorted geometry.

CARTESIAN COORDINATES (ANGSTROEM)
N -0.127 -0.391 -0.031
H -0.127 0.503 0.673
H -1.189 -0.714 -0.120
H 0.572 -1.209 0.257
H 0.336 -0.047 -0.779
O 2.661 0.066 -1.667
H 3.250 0.807 -1.841
H 2.678 0.182 -0.795
O 0.561 2.690 -0.163
H 0.987 3.108 -0.916
H 0.472 3.609 0.127
O -1.873 -2.949 0.005
H -1.837 -3.799 0.093
H -2.686 -2.709 0.238
O 3.144 -0.284 1.124
H 3.664 0.370 1.539
H 3.932 -0.727 0.668
O -3.063 0.429 0.751
H -3.557 0.461 -0.106
H -3.514 -0.239 1.244
O 1.482 0.729 3.139
H 1.955 0.201 2.426
H 0.901 1.329 2.677
O -0.056 -0.053 -3.280
H -0.080 -0.666 -3.956
H 0.739 0.406 -3.412
O -3.065 0.164 -2.250
H -3.135 -0.774 -2.503
H -2.280 0.570 -2.717
O -0.854 2.194 2.528
H -1.810 2.348 2.808
H -0.635 3.063 2.468
O 1.736 -2.682 -2.354
H 1.701 -1.832 -2.421
H 2.419 -3.016 -2.854
O -1.415 -0.423 3.056
H -1.001 -1.285 3.256
H -0.903 0.573 3.089

- HOMO-LUMO gap: 10.22 eV
- Relative energy (zero: lowest compared OMol25 entry of this formula, charge and spin): 97.96 kcal per mole
- Total energy: -24426.004 eV
- E_HOMO: -13.24 eV
- Lowest unoccupied orbital energy: -3.02 eV
- Charge: +1

=====

Entry 7:
The following is a DFT calculation (ωB97M-V/def2-TZVPD) of a molecular structure, H26O13 at a distorted geometry.

CARTESIAN COORDINATES (ANGSTROEM)
O -0.299 2.882 2.224
H -0.640 3.187 2.958
H -0.337 1.822 2.119
O -0.515 -3.291 0.749
H 0.372 -2.783 0.798
H -0.663 -3.327 -0.142
O 1.760 -1.841 0.781
H 1.655 -1.497 -0.130
H 2.105 -2.722 0.765
O -2.867 1.214 2.072
H -2.055 1.020 2.166
H -3.339 1.896 2.590
O -3.131 1.913 -0.749
H -2.942 1.633 0.296
H -2.280 1.842 -1.305
O 1.939 -1.324 -2.248
H 2.508 -1.664 -2.920
H 2.084 -0.371 -2.260
O -0.325 -2.834 -2.140
H 0.489 -2.337 -2.271
H -0.312 -3.288 -2.925
O -0.690 0.316 2.030
H -0.974 -0.530 2.111
H 0.237 0.163 2.296
O 2.045 -0.313 2.696
H 2.112 -0.943 2.060
H 2.761 0.203 2.625
O 2.847 1.251 -1.309
H 3.315 1.081 -0.603
H 2.240 1.812 -1.032
O -0.332 3.599 -1.099
H -0.960 3.611 -1.748
H -0.278 2.710 -0.845
O -0.225 0.557 -0.410
H -0.530 -0.009 -1.055
H -0.085 -0.079 0.268
O -1.436 -0.869 -2.329
H -2.191 -0.906 -1.710
H -1.064 -1.783 -2.374

- HOMO-LUMO gap: 9.27 eV
- Relative energy (zero: lowest compared OMol25 entry of this formula, charge and spin): 141.45 kcal per mole
- Total energy: -27035.813 eV
- E_HOMO: -9.74 eV
- Lowest unoccupied orbital energy: -0.46 eV

=====

Entry 8:
The following is a DFT calculation (ωB97M-V/def2-TZVPD) of 13 unconnected molecules or ions with the total composition H26O13 at a distorted geometry.

CARTESIAN COORDINATES (ANGSTROEM)
H -0.006 -0.597 -0.003
H 1.188 -1.531 -0.111
H 2.974 -2.253 -1.499
H 3.802 -1.104 -0.947
H -0.882 -0.320 -2.575
H -1.393 -0.811 -3.919
H 1.469 -0.113 -1.640
H 2.832 -0.322 -2.279
H -2.874 -1.113 1.934
H -2.632 -0.415 3.262
H 3.116 0.642 2.347
H 3.865 0.469 3.658
H 1.030 3.577 -0.486
H 1.091 5.010 0.017
H -4.083 -1.950 0.486
H -3.778 -3.224 1.257
H -2.567 3.084 -1.333
H -1.865 3.142 0.014
H 2.318 -4.181 -0.200
H 0.934 -3.857 -0.739
H -0.230 -0.406 2.413
H 0.589 0.840 2.708
H 2.372 2.124 -0.797
H 2.937 2.355 0.594
H -5.010 0.999 -2.110
H -3.849 0.607 -1.211
O 0.229 -1.508 -0.210
O 3.348 -1.911 -0.680
O -0.703 -0.269 -3.520
O 1.978 0.098 -2.430
O -2.681 -1.290 2.861
O 3.054 0.837 3.289
O 0.569 4.203 0.085
O -4.436 -2.524 1.175
O -2.383 2.555 -0.548
O 1.871 -3.712 -0.914
O 0.240 0.044 3.124
O 2.291 1.824 0.115
O -4.727 1.004 -1.189

- HOMO-LUMO gap: 10.46 eV
- Relative energy (zero: lowest compared OMol25 entry of this formula, charge and spin): 79.38 kcal per mole
- Total energy: -27038.505 eV
- E_HOMO: -10.72 eV
- Lowest unoccupied orbital energy: -0.26 eV

=====

- E_HOMO of number 6 (H26NO11)?
  -13.24 eV

=====

- What is the HOMO-LUMO gap in the first record?
  10.38 eV

=====

- The highest total energy belongs to which entry?
  H26NO11

=====

Please write out number 6 again, unchanged.
The following is a DFT calculation (ωB97M-V/def2-TZVPD) of 12 unconnected molecules or ions with the total composition H26NO11 at a distorted geometry.

CARTESIAN COORDINATES (ANGSTROEM)
N -0.127 -0.391 -0.031
H -0.127 0.503 0.673
H -1.189 -0.714 -0.120
H 0.572 -1.209 0.257
H 0.336 -0.047 -0.779
O 2.661 0.066 -1.667
H 3.250 0.807 -1.841
H 2.678 0.182 -0.795
O 0.561 2.690 -0.163
H 0.987 3.108 -0.916
H 0.472 3.609 0.127
O -1.873 -2.949 0.005
H -1.837 -3.799 0.093
H -2.686 -2.709 0.238
O 3.144 -0.284 1.124
H 3.664 0.370 1.539
H 3.932 -0.727 0.668
O -3.063 0.429 0.751
H -3.557 0.461 -0.106
H -3.514 -0.239 1.244
O 1.482 0.729 3.139
H 1.955 0.201 2.426
H 0.901 1.329 2.677
O -0.056 -0.053 -3.280
H -0.080 -0.666 -3.956
H 0.739 0.406 -3.412
O -3.065 0.164 -2.250
H -3.135 -0.774 -2.503
H -2.280 0.570 -2.717
O -0.854 2.194 2.528
H -1.810 2.348 2.808
H -0.635 3.063 2.468
O 1.736 -2.682 -2.354
H 1.701 -1.832 -2.421
H 2.419 -3.016 -2.854
O -1.415 -0.423 3.056
H -1.001 -1.285 3.256
H -0.903 0.573 3.089

- HOMO-LUMO gap: 10.22 eV
- Relative energy (zero: lowest compared OMol25 entry of this formula, charge and spin): 97.96 kcal per mole
- Total energy: -24426.004 eV
- E_HOMO: -13.24 eV
- Lowest unoccupied orbital energy: -3.02 eV
- Charge: +1